Record 1
Formula: C6H9NO2S2
Source: the Open Molecules 2025 dataset
Level of theory: ωB97M-V/def2-TZVPD

Each line ends with the natural charge from an NBO analysis.
Atoms and positions in Å:
C  -0.616  -1.659  0.042  -0.479
C  1.441  1.340  -0.729  -0.415
C  -0.572  0.966  0.565  0.004
C  -1.770  -0.949  -0.591  -0.287
C  -1.663  0.505  -0.271  -0.414
C  0.229  -0.777  0.872  -0.477
N  0.340  1.911  -0.045  -0.610
O  2.272  -1.317  -0.815  -0.944
O  2.631  -0.070  1.238  -0.982
S  -3.009  -0.274  0.480  0.202
S  1.788  -0.362  0.116  2.105
H  -0.933  -2.445  0.783  0.235
H  0.031  -2.130  -0.659  0.250
H  1.059  0.884  -1.669  0.195
H  2.302  1.951  -1.000  0.254
H  -0.827  1.244  1.629  0.238
H  -2.146  -1.484  -1.384  0.240
H  -1.655  1.085  -1.221  0.248
H  0.405  -0.849  1.906  0.260
H  0.694  2.430  0.752  0.378

Forces on the atoms, in the same order (eV/Å):
C -0.35 -1.87 2.70
C -1.42 -3.28 -1.70
C 2.09 -2.42 2.24
C 1.60 -0.25 2.78
C 0.05 1.19 -3.81
C -0.42 4.36 -2.68
N 0.19 0.59 1.98
O -0.18 -0.91 -1.56
O 0.73 0.50 1.00
S -1.67 -0.10 0.91
S 0.76 1.84 1.68
H -0.06 0.28 -1.07
H 0.23 -0.56 -0.98
H 0.23 0.62 0.04
H -0.03 -0.08 0.73
H 0.01 0.03 -1.50
H -0.83 -0.10 -2.42
H -1.09 0.23 0.87
H 0.05 -0.44 1.09
H 0.13 0.36 -0.29

Its gap between HOMO and LUMO is 9.711 eV. The value obtained for the HOMO energy is -9.13 eV. Its net charge is 0.

Record 2
Formula: C6H9NO3
Source: the Open Molecules 2025 dataset
Level of theory: ωB97M-V/def2-TZVPD

Each line ends with the natural charge from an NBO analysis.
Atoms and positions in Å:
H  -0.996  1.989  -0.466  0.368
N  -1.060  1.687  0.626  -0.618
C  -0.808  0.452  0.543  0.523
O  -0.580  0.180  -0.914  -0.750
C  -0.522  -0.562  1.566  -0.366
C  0.352  -0.203  2.754  0.133
O  0.868  1.069  2.890  -0.687
C  0.888  -1.150  1.723  -0.254
C  1.999  -0.748  0.815  0.040
C  3.336  -1.324  0.958  -0.103
O  2.468  -1.747  -0.088  -0.494
H  -0.293  -0.740  -0.981  0.473
H  -1.343  -1.256  1.751  0.246
H  0.052  -0.644  3.707  0.183
H  0.443  1.483  3.674  0.488
H  0.898  -2.206  2.000  0.237
H  1.923  0.248  0.369  0.212
H  4.207  -0.747  0.638  0.189
H  3.517  -2.066  1.741  0.180

Forces on the atoms, in the same order (eV/Å):
H -0.50 -0.32 3.36
N -0.08 0.36 -1.58
C 0.97 2.03 -3.83
O -0.03 -1.87 2.55
C -0.41 -0.42 0.08
C -0.60 -0.46 0.39
O 0.13 0.46 0.68
C -0.14 0.09 0.02
C 0.06 0.43 -0.05
C 0.23 0.01 0.19
O -0.14 -0.09 -0.08
H 0.08 -0.12 -0.39
H 0.21 0.18 -0.04
H 0.03 -0.08 -0.30
H 0.37 -0.31 -0.99
H 0.12 0.30 -0.05
H -0.01 -0.21 0.16
H -0.24 -0.17 0.09
H -0.05 0.19 -0.22

The SMILES is [H]/N=C(\O)[C@@H]1[C@H](O)[C@@H]1[C@H]1CO1. Its gap between HOMO and LUMO is 10.595 eV. The value obtained for the HOMO energy is -10.00 eV. Its net charge is 0.

Record 3
Formula: C6H9NOS
Source: the Open Molecules 2025 dataset
Level of theory: ωB97M-V/def2-TZVPD

Each line ends with the natural charge from an NBO analysis.
Atoms and positions in Å:
C  -2.566  0.083  -0.581  -0.660
C  -1.107  -0.120  -0.255  0.379
N  -0.230  0.747  -0.157  -0.434
C  1.101  0.457  0.064  0.022
C  1.552  0.949  1.464  -0.650
C  2.092  0.582  -1.027  0.394
O  1.754  0.633  -2.190  -0.503
S  1.073  -1.560  0.312  0.130
C  -0.595  -1.564  -0.120  -0.673
H  -2.964  0.909  0.035  0.241
H  -3.063  -0.785  -0.289  0.216
H  -2.731  0.238  -1.614  0.243
H  2.534  1.302  1.616  0.222
H  1.482  0.166  2.215  0.232
H  0.684  1.661  1.627  0.240
H  3.097  0.314  -0.690  0.127
H  -1.179  -2.041  0.717  0.241
H  -0.936  -1.971  -1.129  0.234

Forces on the atoms, in the same order (eV/Å):
C 1.21 1.35 1.65
C 0.17 -1.50 -0.10
N 0.02 2.63 -0.78
C 0.65 -2.12 2.67
C -2.92 0.23 -0.09
C -1.28 -1.22 -1.70
O 0.74 0.60 0.63
S 1.37 0.59 -0.47
C -3.04 -0.47 -0.60
H 0.18 -0.18 -0.56
H -1.04 -1.51 0.39
H -0.05 0.38 -1.09
H 1.07 1.11 -0.51
H -0.42 -0.13 -0.18
H 1.69 -0.13 0.64
H 0.56 0.45 -0.09
H 0.32 0.19 -1.05
H 0.78 -0.26 1.22

The SMILES is CC1=N[C@](C)(C=O)SC1. Its gap between HOMO and LUMO is 9.243 eV. The value obtained for the HOMO energy is -8.78 eV. Its net charge is 0.

Record 4
Formula: C6H9NOS
Source: the Open Molecules 2025 dataset
Level of theory: ωB97M-V/def2-TZVPD

Each line ends with the natural charge from an NBO analysis.
Atoms and positions in Å:
C  4.468  -0.569  -0.357  -0.503
C  3.202  -0.579  -0.096  0.094
C  1.946  -0.786  0.341  -0.319
C  0.526  -1.335  -0.259  -0.416
S  -1.480  -1.672  0.632  0.334
N  -2.044  -0.140  0.879  -0.812
C  -2.267  0.674  -0.289  0.680
C  -3.071  1.825  0.010  -0.732
O  -1.765  0.389  -1.329  -0.548
H  4.932  0.321  -0.729  0.226
H  4.903  -1.593  -0.448  0.233
H  1.796  -0.384  1.375  0.223
H  0.611  -2.298  -0.626  0.193
H  0.091  -0.730  -1.028  0.235
H  -1.891  0.378  1.649  0.383
H  -4.075  1.469  0.308  0.245
H  -2.651  2.451  0.731  0.237
H  -3.232  2.578  -0.766  0.246

Forces on the atoms, in the same order (eV/Å):
C 0.06 -1.25 -0.73
C -3.71 -0.98 0.63
C -0.96 0.63 0.89
C 0.08 1.64 1.02
S 3.42 0.25 0.04
N -1.16 -0.99 -4.55
C 1.50 -1.33 1.20
C -2.80 1.46 -0.91
O -0.14 -0.21 -1.29
H 0.49 0.13 -0.23
H 0.30 1.16 0.48
H 0.31 -0.69 -0.63
H 0.42 -1.95 -0.62
H 0.23 0.49 -0.33
H 0.57 1.52 3.53
H 0.49 0.35 0.22
H 0.68 0.52 1.96
H 0.20 -0.75 -0.66

The SMILES is C=C=CCSNC(C)=O. Its gap between HOMO and LUMO is 9.437 eV. The value obtained for the HOMO energy is -9.01 eV. Its net charge is 0.

Record 5
Formula: C6H9NPbS
Source: the Open Molecules 2025 dataset
Level of theory: ωB97M-V/def2-TZVPD

Each line ends with the Mulliken charge.
Atoms and positions in Å:
Pb  0.339  0.085  -0.520  0.774
C  0.258  -0.057  -3.663  -0.782
H  1.350  0.083  -3.660  0.315
H  0.032  -1.095  -3.949  0.356
H  -0.156  0.596  -4.445  0.322
H  -0.228  0.182  -2.685  0.014
H  -1.497  0.419  -0.584  0.199
S  1.229  1.957  0.883  -0.122
C  0.947  0.905  2.246  0.842
C  1.321  1.237  3.580  -0.366
C  1.007  0.373  4.614  -0.230
C  0.318  -0.809  4.300  -0.414
C  -0.022  -1.091  2.964  -0.237
N  0.297  -0.257  1.941  -0.363
H  1.817  2.187  3.786  0.408
H  1.267  0.594  5.666  0.440
H  0.026  -1.506  5.075  0.414
H  -0.566  -1.993  2.689  0.429

Forces on the atoms, in the same order (eV/Å):
Pb -1.01 -0.86 0.14
C 0.22 -0.14 -0.50
H -0.36 -0.02 0.22
H 0.03 0.28 0.36
H 0.00 -0.03 0.50
H 0.05 0.01 -1.19
H 0.32 -0.17 -0.07
S 0.48 0.26 1.65
C 0.01 0.21 -0.43
C 0.17 0.62 -0.21
C -0.35 -0.70 0.37
C 0.29 0.70 0.33
C 0.24 0.91 -1.79
N -0.08 -0.82 1.53
H -0.08 -0.25 -0.17
H -0.12 -0.06 -0.82
H 0.04 -0.02 -0.04
H 0.15 0.09 0.10

Its gap between HOMO and LUMO (alpha / beta) is 6.303 / 6.214 eV. The value obtained for the HOMO energy (alpha / beta) is -18.26 / -18.16 eV. Its net charge is +2.

Record 6
Formula: C6H9NS
Source: the Open Molecules 2025 dataset
Level of theory: ωB97M-V/def2-TZVPD

Each line ends with the natural charge from an NBO analysis.
Atoms and positions in Å:
C  2.547  1.882  -0.735  -0.655
C  2.442  0.783  -0.048  0.460
N  2.453  -0.238  0.657  -0.464
C  1.813  -1.439  0.693  -0.332
S  0.507  -1.763  -0.537  0.157
C  -0.875  -0.780  0.231  -0.318
C  -1.837  -0.294  -0.517  -0.185
C  -3.053  0.360  0.095  -0.650
H  1.831  2.770  -0.596  0.253
H  3.362  1.950  -1.423  0.245
H  2.503  -2.296  0.323  0.231
H  1.305  -1.602  1.563  0.213
H  -1.022  -0.772  1.195  0.181
H  -1.730  -0.161  -1.657  0.211
H  -3.255  1.385  -0.282  0.220
H  -3.949  -0.293  -0.180  0.220
H  -3.043  0.510  1.216  0.213

Forces on the atoms, in the same order (eV/Å):
C -1.30 1.71 0.31
C -0.37 -2.83 1.57
N 1.37 4.57 -0.67
C 0.58 -2.88 -4.36
S -1.78 1.25 0.53
C 1.86 -1.50 -5.96
C -0.29 1.89 -1.77
C -1.41 -0.16 0.28
H 1.30 -1.66 -0.14
H 0.19 0.15 -0.45
H -0.67 1.35 1.52
H -0.48 -0.66 2.74
H -0.15 -0.27 5.34
H -0.22 -0.63 1.88
H 0.21 -0.68 -0.19
H 0.89 1.01 0.50
H 0.27 -0.65 -1.13

The SMILES is C=C=NCS/C=C/C. Its gap between HOMO and LUMO is 9.215 eV. The value obtained for the HOMO energy is -8.37 eV. Its net charge is 0.

The following energy above the lowest of the compared OMol25 structures with the same formula, charge and spin values (in kJ/mol) correspond, in order, to the records above: 225.1 337.3 46.4 312.4 0.0 320.9.
The following electronic energy values (in hartree) correspond, in order, to the records above: -1235.5230 -514.3844 -762.1508 -762.0494 -879.0405 -686.8406.